Entry 1:
Entry from OMol25: a 2-piece molecular cluster, C3H7NO2 overall (ωB97M-V with the def2-TZVPD basis set).

Values from the calculation:
* relative energy (zero: lowest compared OMol25 entry of this formula, charge and spin): 223.9 kJ/mol
* LUMO level: 0.98 eV
* DFT total energy: -323.6957 Eh
* frontier orbital gap: 10.21 eV
* HOMO energy: -9.2 eV

Atoms and positions in Å:
O 0.0867 0.8713 1.7228
C 0.2805 1.3103 0.4004
C 0.7637 0.2145 -0.5634
N -0.3202 -0.6572 -1.0131
C -1.3339 -2.0606 0.2580
O -1.0070 -1.7562 1.3148
H -0.4403 0.0614 1.7074
H 1.0515 2.0883 0.4607
H -0.6282 1.7857 -0.0103
H 1.5021 -0.3856 -0.0204
H 1.2720 0.6857 -1.4150
H -0.9593 -0.2451 -1.6778
H -0.1455 -1.6287 -1.2846

=====

Entry 2:
Entry from OMol25: C71H61CsF5GeN4P3STe as an isolated structure (ωB97M-V with the def2-TZVPD basis set).

Values from the calculation:
* relative energy (zero: lowest compared OMol25 entry of this formula, charge and spin): 110.6 kJ/mol
* LUMO level: 3.04 eV
* DFT total energy: -7247.7886 Eh
* frontier orbital gap: 3.19 eV
* HOMO energy: -0.1 eV
* charge: -2

Atoms and positions in Å:
Cs -0.0149 -0.2328 -0.5196
F -2.2370 -3.5317 -4.9547
Ge -1.3073 -2.2024 -3.9283
C -2.8647 -0.9356 -4.9140
C -3.4689 -1.2248 -6.1454
C -4.7355 -0.7629 -6.4649
C -5.4545 0.0061 -5.5501
C -4.8749 0.3348 -4.3387
C -3.5874 -0.1278 -4.0416
P -2.7273 0.4475 -2.5276
C -2.6995 2.2500 -2.9037
C -2.4264 3.1634 -1.8809
C -2.3157 4.5199 -2.1433
C -2.4283 4.9918 -3.4434
C -2.6422 4.0902 -4.4752
C -2.7770 2.7356 -4.2119
C -4.1577 0.3054 -1.3762
C -4.7986 1.3225 -0.6711
C -5.8980 1.0451 0.1306
C -6.3911 -0.2481 0.2215
C -5.7751 -1.2660 -0.4964
C -4.6617 -0.9949 -1.2722
C 0.0493 -1.7500 -5.3728
C -0.0114 -2.3401 -6.6403
C 0.9180 -2.0507 -7.6242
C 1.9525 -1.1542 -7.3631
C 2.0331 -0.5534 -6.1214
C 1.0832 -0.8466 -5.1348
P 1.2103 -0.0096 -3.5015
C 2.9235 -0.5380 -3.0744
C 3.3234 -1.8118 -3.4943
C 4.6055 -2.2719 -3.2472
C 5.5230 -1.4682 -2.5851
C 5.1139 -0.2427 -2.0876
C 3.8152 0.1989 -2.2949
C 1.3662 1.7184 -4.1437
C 0.4208 2.0787 -5.1123
C 0.3812 3.3581 -5.6360
C 1.2720 4.3268 -5.1951
C 2.1883 3.9982 -4.2101
C 2.2310 2.7118 -3.6876
C -0.2446 -4.0948 -3.4001
C 0.2736 -5.0022 -4.3334
C 0.3664 -6.3564 -4.0609
C -0.0702 -6.8544 -2.8333
C -0.5566 -5.9787 -1.8813
C -0.6335 -4.6096 -2.1678
P -1.0925 -3.3950 -0.8715
C -2.7146 -3.9881 -0.2334
C -3.2030 -3.4513 0.9614
C -4.3514 -3.9576 1.5498
C -5.0731 -4.9618 0.9190
C -4.6533 -5.4282 -0.3188
C -3.4806 -4.9503 -0.8901
C -0.0222 -4.0870 0.4570
C 1.2657 -4.4302 0.1361
C 2.1864 -4.8880 1.1121
C 1.8589 -4.9175 2.4312
C 0.5702 -4.4740 2.8469
C -0.4026 -4.0829 1.8515
H -2.9376 -1.8493 -6.8574
H -5.1862 -1.0117 -7.4229
H -6.4611 0.3389 -5.7823
H -5.4162 0.9443 -3.6200
H -2.2838 2.7886 -0.8734
H -2.1311 5.2218 -1.3369
H -2.3337 6.0512 -3.6509
H -2.7055 4.4465 -5.4972
H -2.9542 2.0460 -5.0272
H -4.4693 2.3479 -0.7667
H -6.3812 1.8498 0.6761
H -7.2660 -0.4565 0.8311
H -6.1692 -2.2725 -0.4569
H -4.1866 -1.7872 -1.8426
H -0.8129 -3.0473 -6.8344
H 0.8477 -2.5215 -8.5999
H 2.6907 -0.9286 -8.1254
H 2.8362 0.1448 -5.9086
H 2.6200 -2.4443 -4.0223
H 4.8888 -3.2661 -3.5719
H 6.5346 -1.8157 -2.4126
H 5.7942 0.3586 -1.4964
H 3.5025 1.1107 -1.8058
H -0.2870 1.3340 -5.4607
H -0.3523 3.6051 -6.3944
H 1.2472 5.3285 -5.6078
H 2.8801 4.7459 -3.8387
H 2.9645 2.5010 -2.9271
H 0.5921 -4.6370 -5.3068
H 0.7663 -7.0429 -4.8037
H -0.0283 -7.9185 -2.6256
H -0.8776 -6.3540 -0.9130
H -2.6754 -2.6307 1.4364
H -4.6972 -3.5517 2.4947
H -5.9705 -5.3610 1.3783
H -5.2369 -6.1792 -0.8387
H -3.1583 -5.3150 -1.8569
H 1.5790 -4.3856 -0.8994
H 3.1644 -5.2192 0.7921
H 2.5608 -5.2617 3.1801
H 0.2005 -4.7953 3.8109
H -1.4427 -4.2282 2.1013
C 0.7636 4.0472 -0.0819
N 0.0463 3.1638 0.8161
C -1.1631 3.7951 1.3095
C 0.8289 2.7352 1.9725
C 2.2299 2.1896 1.7265
N 2.2124 0.8913 1.0998
C 3.3162 0.1738 1.0890
C 3.2756 -1.1478 0.5353
F 2.0849 -1.5656 0.0212
C 4.3461 -1.9916 0.4756
F 4.2117 -3.1976 -0.1096
C 5.5952 -1.6487 0.9755
C 5.6921 -0.3768 1.5044
F 6.8926 0.0314 1.9811
C 4.6367 0.5014 1.5535
F 4.9116 1.7441 2.0524
H 1.6180 3.5292 -0.5161
H 0.1026 4.3359 -0.9001
H 1.1243 4.9654 0.4191
H -0.9393 4.6192 2.0145
H -1.7368 4.2114 0.4834
H -1.7776 3.0565 1.8271
H 0.9382 3.5878 2.6755
H 0.2474 1.9596 2.4850
H 2.8093 2.9225 1.1468
H 2.6997 2.1536 2.7189
H 6.4347 -2.3242 0.9299
N -2.9647 1.7468 4.2219
C -3.5112 0.9002 3.2899
S -2.6323 0.2882 2.0325
N -4.8272 0.5654 3.4100
C -5.8382 1.0611 4.2289
C -6.9832 0.2743 4.4031
C -8.0240 0.7054 5.2006
C -7.9591 1.9321 5.8499
C -6.8440 2.7340 5.6500
C -5.7980 2.3172 4.8446
H -1.9564 1.7190 4.1996
H -3.3556 1.6896 5.1532
H -5.0977 -0.1244 2.7213
H -7.0403 -0.6833 3.8978
H -8.8982 0.0774 5.3188
H -8.7689 2.2618 6.4867
H -6.7965 3.7105 6.1158
H -4.9660 2.9799 4.6555
Te 0.2613 -2.1739 2.8570

=====

Entry 3:
Entry from OMol25: C3H3LiNaO3 as an isolated structure (ωB97M-V with the def2-TZVPD basis set).

Values from the calculation:
* relative energy (zero: lowest compared OMol25 entry of this formula, charge and spin): 112.5 kJ/mol
* spin multiplicity: 2
* LUMO level (alpha / beta): -0.59 / -0.53 eV
* DFT total energy: -511.5696 Eh
* frontier orbital gap (alpha / beta): 5.24 / 5.13 eV
* HOMO energy (alpha / beta): -5.8 / -5.7 eV

Atoms and positions in Å:
O 1.8350 -0.8722 -0.6784
C 1.8150 0.3117 -0.1870
C 0.7726 0.7278 0.7433
H 2.5669 1.0494 -0.5138
H 0.7683 1.7978 0.9674
H 0.6772 0.0178 1.5791
Na 0.1476 -2.2238 -0.8816
O -1.3232 0.6578 0.3650
C -1.4314 -0.4888 -0.2550
O -2.0941 -0.6419 -1.3133
Li -3.7339 -0.3357 0.1741

=====

Entry 4:
Entry from OMol25: one molecule with the formula C15H22N4O3S (ωB97M-V with the def2-TZVPD basis set).

Values from the calculation:
* relative energy (zero: lowest compared OMol25 entry of this formula, charge and spin): 197.1 kJ/mol
* LUMO level: 0.21 eV
* SMILES: CCOCc1nnc(NC(=O)[C@@H]2CC(=O)N(C3CCCC3)C2)s1
* DFT total energy: -1427.7237 Eh
* frontier orbital gap: 9.55 eV
* HOMO energy: -9.3 eV

Atoms and positions in Å:
C 6.7255 1.4212 1.1256
C 5.2232 1.3121 1.3668
O 4.4352 1.9281 0.3620
C 4.4179 1.2645 -0.8769
C 3.7320 -0.0588 -0.8147
N 4.2571 -1.1807 -1.1363
N 3.4662 -2.2283 -0.9895
C 2.2905 -1.9378 -0.5294
N 1.3759 -2.9282 -0.3284
C 0.0816 -2.9847 0.1477
O -0.4693 -4.0576 0.1762
C -0.5775 -1.6938 0.5773
H 0.1500 -1.0324 1.0522
C -1.2311 -0.9836 -0.6264
N -2.4112 -0.3662 -0.0724
C -2.7834 -0.8749 1.1251
O -3.7528 -0.5545 1.7722
C -1.7590 -1.9312 1.5160
H -2.1924 -2.9188 1.3391
H -1.5006 -1.8564 2.5703
C -3.1815 0.5911 -0.8437
H -2.6257 0.7445 -1.7729
C -4.6127 0.1000 -1.1611
H -4.7919 0.1561 -2.2357
C -5.5445 1.0538 -0.4142
C -4.7791 2.3726 -0.4248
H -4.8182 2.8244 -1.4183
C -3.3562 1.9298 -0.0987
H -3.2733 1.7477 0.9717
H -2.6032 2.6613 -0.3897
H -5.1639 3.0892 0.2983
H -5.6613 0.7118 0.6135
H -6.5254 1.1266 -0.8811
H -4.7505 -0.9322 -0.8446
H -1.5034 -1.7111 -1.4049
H -0.5744 -0.2294 -1.0691
H 1.7413 -3.8400 -0.5953
S 2.0736 -0.2152 -0.2403
H 3.8694 1.9310 -1.5506
H 5.4262 1.1024 -1.2776
H 4.9515 1.8476 2.2796
H 4.9398 0.2561 1.4806
H 6.9929 2.4542 0.9178
H 7.0374 0.7986 0.2906
H 7.2555 1.0910 2.0143

=====

Entry 5:
Entry from OMol25: C41H35FN6O5Se2Te2V as an isolated structure (ωB97M-V with the def2-TZVPD basis set).

Values from the calculation:
* relative energy (zero: lowest compared OMol25 entry of this formula, charge and spin): 59.3 kJ/mol
* spin multiplicity: 4
* LUMO level (alpha / beta): 3.03 / 2.53 eV
* DFT total energy: -8671.0012 Eh
* frontier orbital gap (alpha / beta): 3.26 / 2.75 eV
* HOMO energy (alpha / beta): -0.2 / -0.2 eV
* charge: -2

Atoms and positions in Å:
V -0.0630 2.7518 0.8331
C -2.6994 5.6529 -1.4845
C -2.3126 4.3307 -0.8671
O -1.2019 4.2692 -0.3452
C -3.2249 3.2134 -0.9125
C -4.3940 3.2405 -1.6980
C -5.2659 2.1834 -1.7185
C -4.9879 1.0621 -0.9112
C -3.8706 1.0118 -0.1225
C -2.9389 2.0875 -0.1000
O -1.9201 2.0125 0.6758
H -1.9379 6.3840 -1.2292
H -3.6712 5.9829 -1.1168
H -2.7609 5.5581 -2.5706
H -4.6032 4.1151 -2.3025
H -6.1565 2.2133 -2.3320
H -5.6760 0.2248 -0.9067
H -3.6636 0.1617 0.5165
F -3.1672 -2.8431 3.4255
C -1.9317 -2.7600 2.8631
C -1.4088 -1.5189 2.6795
C -0.0984 -1.3639 2.1935
C 0.4483 -0.0492 1.9553
O -0.2809 0.9726 2.0796
C 1.8230 -0.0036 1.5596
C 2.4860 -1.1627 1.3028
N 1.9345 -2.3816 1.3939
C 2.6899 -3.5622 1.0471
C 2.2751 -4.3411 -0.1580
C 3.5422 -3.5314 -0.1837
C 0.6406 -2.5217 1.8964
C 0.0846 -3.7825 2.0674
C -1.2181 -3.9571 2.5479
N -1.6698 -5.2166 2.6695
C -0.6659 -6.2367 3.1700
C -0.1385 -7.1882 2.1373
N -3.2932 -7.9552 3.1429
C -3.4181 -6.8973 2.1338
C -3.0867 -5.5238 2.7080
C 2.5558 1.2974 1.4557
O 3.7787 1.2889 1.3429
O 1.8275 2.3574 1.5487
H -1.9797 -0.6359 2.9346
H 3.5226 -1.1198 0.9976
H 3.0498 -4.1277 1.8976
H 1.4308 -3.9495 -0.7098
H 2.3316 -5.4188 -0.0984
H 3.5403 -2.6230 -0.7723
H 4.4929 -4.0452 -0.1403
H 0.6364 -4.6770 1.8007
H -1.1472 -6.7964 3.9751
H 0.1047 -5.6032 3.6540
H -0.0554 -8.2484 2.3515
H 0.1528 -6.8211 1.1527
H -3.9777 -7.8110 3.8771
H -3.4766 -8.8621 2.7326
H -4.4365 -6.8478 1.7126
H -2.7129 -7.1124 1.3319
H -3.5055 -5.4626 3.7277
H -3.6061 -4.7742 2.1125
N 6.1875 3.3103 -7.4524
C 5.4832 3.2528 -6.5469
C 4.5931 3.1809 -5.4099
C 3.2192 3.0885 -5.6105
C 2.3695 3.0163 -4.5197
C 2.8760 3.0471 -3.2247
C 4.2514 3.1395 -3.0329
C 5.1099 3.2032 -4.1177
C 1.9696 2.9746 -2.0457
C 1.2406 1.7900 -1.8937
C 1.2887 0.6421 -2.7224
C 0.3863 -0.2640 -2.2016
C -0.1787 0.3510 -1.0706
N 0.3340 1.5665 -0.8704
C 1.9471 4.0810 -1.2169
C 2.6332 5.3203 -1.4164
C 2.3349 6.1150 -0.3460
C 1.4751 5.3469 0.4888
N 1.2485 4.1602 -0.0213
H 2.8249 3.0746 -6.6177
H 1.2997 2.9416 -4.6644
H 4.6391 3.1490 -2.0219
H 6.1792 3.2678 -3.9685
H 1.9177 0.5109 -3.5896
H 0.1458 -1.2453 -2.5782
H -0.9353 -0.0412 -0.4090
H 3.2551 5.5661 -2.2640
H 2.6689 7.1209 -0.1499
H 1.0315 5.6537 1.4231
Se -3.0956 3.1672 3.3037
Te -4.1111 4.7396 4.8465
Te -0.6004 6.2253 3.8954
Se -0.7133 3.9083 3.1009

=====

Entry 6:
Entry from OMol25: one molecule with the formula C4H7NO2 (ωB97M-V with the def2-TZVPD basis set).

Values from the calculation:
* relative energy (zero: lowest compared OMol25 entry of this formula, charge and spin): 158.1 kJ/mol
* LUMO level: 0.87 eV
* SMILES: NC(=O)C[C@H]1CO1
* DFT total energy: -361.8206 Eh
* frontier orbital gap: 10.85 eV
* HOMO energy: -10.0 eV

Atoms and positions in Å:
N 1.8279 0.7548 1.2547
C 0.5525 0.3214 1.0492
O -0.4010 0.9463 1.4793
C 0.3234 -0.9280 0.2177
C -0.9409 -0.7176 -0.6253
C -1.3864 0.5030 -1.3096
O -0.8089 -0.5790 -2.0301
H 1.9076 1.7043 1.5852
H 2.6576 0.2807 0.9397
H 0.1253 -1.7706 0.8942
H 1.1968 -1.2243 -0.3797
H -1.7602 -1.3618 -0.3091
H -0.8330 1.4423 -1.2949
H -2.4608 0.6286 -1.4712

=====

Entry 7:
Entry from OMol25: a 2-piece molecular cluster, C2HO4S overall (ωB97M-V with the def2-TZVPD basis set).

Values from the calculation:
* relative energy (zero: lowest compared OMol25 entry of this formula, charge and spin): 10.0 kJ/mol
* LUMO level: 3.51 eV
* DFT total energy: -776.0212 Eh
* frontier orbital gap: 6.37 eV
* HOMO energy: -2.9 eV
* charge: -1

Atoms and positions in Å:
C -0.7203 -0.6406 0.4133
C 0.8757 1.7970 -1.2886
O -0.7522 0.4325 -0.2187
O 0.5937 2.8237 -0.8948
O 1.3548 0.9168 -1.8210
O -0.2392 -2.6349 1.9542
S 0.4237 -1.3397 1.4947
H -1.5363 -1.3548 0.3609

=====

> Which formula does entry 1 have?

C3H7NO2